No. 1
Formula: C2H4O3
Source: the OMol25 dataset
Level of theory: the ωB97M-V functional and the def2-TZVPD basis

Values from the calculation:
LUMO level, eV: 0.8796
Orbital gap, eV: 11.2
Energy above the lowest of the compared OMol25 structures with the same formula, charge and spin, kJ/mol: 155.3
M, g/mol: 76.05

Atoms and positions in Å:
C1 0.16 -0.11 0.59
C2 0.73 -2.31 -2.35
O1 0.40 -0.82 -0.63
O2 -0.80 0.81 0.42
O3 -0.29 -2.54 -2.75
H1 -0.03 -0.82 1.42
H2 1.07 0.39 0.99
H3 1.11 -1.40 -0.68
H4 -1.49 0.46 -0.14

---

No. 2
Formula: C30H24N9O2SSeTi
Source: the OMol25 dataset
Level of theory: the ωB97M-V functional and the def2-TZVPD basis

Values from the calculation:
LUMO level (alpha / beta), eV: 1.9495 / 2.0601
Orbital gap (alpha / beta), eV: 4.8 / 6.6
Energy above the lowest of the compared OMol25 structures with the same formula, charge and spin, kJ/mol: 20.0
M, g/mol: 701.48
⟨S²⟩: 2.025
Spin multiplicity: 3
Charge: -1

Atoms and positions in Å:
Ti1 1.00 -0.15 0.02
C1 -2.08 1.18 0.91
N1 -0.60 1.21 0.97
C2 -0.10 2.08 1.76
C3 1.31 2.09 2.00
C4 2.12 2.91 2.78
C5 3.42 2.42 2.61
C6 3.32 1.33 1.74
N2 2.04 1.12 1.37
C7 -2.70 2.51 0.57
C8 -3.88 2.91 1.20
C9 -4.50 4.10 0.86
C10 -3.95 4.92 -0.11
C11 -2.77 4.54 -0.73
C12 -2.15 3.35 -0.40
H1 -2.47 0.81 1.86
H2 -2.36 0.46 0.14
H3 -0.74 2.81 2.27
H4 1.79 3.76 3.37
H5 4.33 2.81 3.05
H6 4.12 0.72 1.34
H7 -4.31 2.26 1.96
H8 -5.42 4.39 1.36
H9 -4.43 5.86 -0.37
H10 -2.32 5.17 -1.49
H11 -1.22 3.06 -0.89
Se1 -2.15 -7.26 -0.09
N3 -2.13 -5.95 1.14
C13 -1.45 -4.98 0.63
C14 -1.17 -3.71 1.33
C15 -1.57 -3.47 2.61
C16 -1.24 -2.25 3.24
C17 -0.53 -1.32 2.51
N4 -0.12 -1.50 1.25
C18 -0.42 -2.72 0.64
C19 0.07 -2.92 -0.66
N5 0.78 -1.88 -1.24
C20 1.28 -2.05 -2.45
C21 1.13 -3.20 -3.20
C22 0.41 -4.25 -2.63
C23 -0.12 -4.13 -1.37
C24 -0.90 -5.19 -0.73
N6 -1.16 -6.34 -1.27
H12 -2.14 -4.23 3.13
H13 -1.52 -2.03 4.26
H14 -0.25 -0.37 2.95
H15 1.84 -1.20 -2.83
H16 1.56 -3.27 -4.18
H17 0.25 -5.18 -3.18
S1 -1.67 -0.20 -2.28
C25 -0.47 1.01 -2.47
C26 -0.54 1.93 -3.56
C27 0.38 2.93 -3.71
C28 1.42 3.05 -2.79
C29 1.47 2.14 -1.77
N7 0.57 1.14 -1.61
H18 -1.36 1.81 -4.25
H19 0.30 3.62 -4.55
H20 2.18 3.83 -2.85
H21 2.26 2.18 -1.04
N8 2.64 -1.83 1.23
N9 3.66 -2.04 0.30
C30 3.84 -1.05 -0.67
O1 4.87 -1.05 -1.33
O2 2.85 -0.23 -0.77
H22 2.98 -1.35 2.06
H23 2.20 -2.71 1.47
H24 4.53 -2.46 0.61

---

No. 3
Formula: C11H15N3O4
Source: the OMol25 dataset
Level of theory: the ωB97M-V functional and the def2-TZVPD basis

Values from the calculation:
LUMO level, eV: 0.5408
Orbital gap, eV: 9.6
Energy above the lowest of the compared OMol25 structures with the same formula, charge and spin, kJ/mol: 166.0
SMILES string: CCCCN1C(=O)[C@@H]2C(C(=O)OC)=NN[C@@H]2C1=O
M, g/mol: 253.26

Atoms and positions in Å:
C1 0.40 2.84 -0.12
C2 1.26 1.82 0.62
C3 2.50 1.39 -0.16
C4 2.18 0.65 -1.47
N1 1.37 -0.52 -1.22
C5 1.86 -1.66 -0.64
O1 3.00 -1.85 -0.31
C6 0.68 -2.63 -0.44
N2 0.41 -2.77 0.99
N3 -0.62 -2.04 1.38
C7 -1.24 -1.55 0.37
C8 -2.51 -0.82 0.44
O2 -3.26 -0.70 -0.50
O3 -2.74 -0.32 1.66
C9 -3.96 0.38 1.81
H1 -3.95 0.81 2.81
H2 -4.81 -0.30 1.70
H3 -4.05 1.17 1.06
C10 -0.54 -1.86 -0.95
C11 0.01 -0.56 -1.52
O4 -0.57 0.30 -2.10
H4 -1.20 -2.36 -1.65
H5 1.15 -2.94 1.65
H6 0.88 -3.60 -0.89
H7 1.62 1.29 -2.15
H8 3.11 0.33 -1.94
H9 3.10 2.26 -0.41
H10 3.11 0.73 0.46
H11 0.65 0.95 0.87
H12 1.60 2.26 1.56
H13 -0.38 3.21 0.53
H14 -0.08 2.39 -0.99
H15 1.00 3.68 -0.45